[1]
Molecular formula: C6H10O
Method: DFT, ωB97M-V with the def2-TZVPD basis set

```
17
Properties=species:S:1:pos:R:3:lowdin_charge:R:1
C -0.956 -0.346 0.850 -0.0136
C -0.633 -1.550 -0.028 -0.2530
O 0.484 -1.297 -0.845 -0.1652
C 1.439 -0.659 -0.030 -0.2224
C 0.759 0.511 0.663 -0.1421
C 0.272 1.674 -0.147 -0.1845
C -0.521 1.523 -1.213 0.0019
H -1.394 0.558 0.504 0.0264
H -1.686 -0.729 1.607 0.0999
H -0.386 -2.360 0.683 0.1183
H -1.415 -1.947 -0.686 0.1282
H 1.778 -1.338 0.774 0.1222
H 2.303 -0.446 -0.672 0.1338
H 1.424 0.880 1.469 0.1195
H 0.318 2.649 0.341 0.0995
H -0.609 0.561 -1.713 0.0683
H -1.176 2.316 -1.557 0.0629
```

E ... -309.7322 a.u.
Molecular weight ... 98.145 g mol⁻¹
Relative energy (zero: lowest compared OMol25 entry of this formula, charge and spin) ... 2.998 eV
Spin multiplicity ... 1

***

[2]
Molecular formula: C4H7AuLiO2
Method: DFT, ωB97M-V with the def2-TZVPD basis set

```
15
Properties=species:S:1:pos:R:3:mulliken_spin:R:1
O 0.402 1.395 0.180 0.2323
C -0.880 1.565 -0.108 0.5333
C -1.411 0.224 -0.435 0.1733
Li -1.513 2.202 1.732 0.0086
Au 1.247 0.131 -1.121 0.4805
H -1.261 2.407 -0.685 0.0689
H -1.847 -0.247 0.437 0.0109
H -1.977 0.175 -1.357 0.0238
C 1.133 -0.663 0.738 -0.0538
C 0.048 -1.140 -0.274 0.3297
O 2.396 -0.480 0.302 0.0686
H 1.007 -0.880 1.798 0.0060
H 0.509 -2.093 -0.341 0.0566
H -0.798 -1.823 -0.453 0.0691
H 2.945 -0.773 -0.413 -0.0079
```

E ... -448.5329 a.u.
Net charge ... +3
Molecular weight ... 291.006 g mol⁻¹
Expectation value of S² ... 2.01
Relative energy (zero: lowest compared OMol25 entry of this formula, charge and spin) ... 5.888 eV
Spin multiplicity ... 3

***

[3]
Molecular formula: C14H28O4Si
Method: DFT, ωB97M-V with the def2-TZVPD basis set

```
47
Properties=species:S:1:pos:R:3:lowdin_charge:R:1
C 2.858 1.216 -1.095 -0.0498
C 2.214 0.796 0.278 -0.3277
O 0.860 0.661 0.210 -0.1723
Si 0.237 -0.611 1.088 0.3386
C -0.514 -1.773 -0.204 -0.1635
C -1.691 -1.055 -0.904 -0.1882
C -1.065 0.042 -1.853 -0.2821
C -2.025 1.233 -2.160 -0.1729
C -1.374 2.393 -2.843 -0.1365
C -0.413 2.038 -4.015 -0.2351
O -1.046 1.219 -4.954 -0.0442
C -0.020 0.544 -4.134 -0.1811
C -0.555 -0.556 -3.233 -0.1001
O -1.049 -0.240 2.058 -0.1653
C -0.923 0.963 2.819 -0.2980
C -1.129 0.810 4.310 -0.0708
O 1.308 -1.405 2.075 -0.1885
C 0.691 -2.316 3.056 -0.2331
C 1.812 -3.091 3.796 -0.0630
H 2.620 0.563 -1.943 0.0602
H 2.380 2.210 -1.476 0.1041
H 3.922 1.333 -1.013 0.0549
H 2.462 1.582 0.976 0.1049
H 2.646 -0.111 0.791 0.1163
H -0.884 -2.656 0.294 0.0697
H 0.206 -2.027 -0.964 0.0713
H -2.427 -1.668 -1.470 0.1204
H -2.302 -0.580 -0.124 0.0953
H -0.208 0.503 -1.392 0.0890
H -2.907 0.892 -2.713 0.1251
H -2.390 1.600 -1.252 0.0907
H -0.698 2.747 -2.039 0.1130
H -2.086 3.223 -3.151 0.1359
H 0.370 2.701 -4.399 0.1352
H 0.875 0.211 -4.714 0.1392
H -1.424 -0.987 -3.625 0.0902
H 0.115 -1.467 -3.244 0.1277
H 0.157 1.284 2.630 0.1190
H -1.573 1.753 2.375 0.1265
H -0.928 1.795 4.776 0.0907
H -0.406 0.083 4.581 0.0399
H -2.147 0.433 4.580 0.0973
H 0.204 -1.687 3.789 0.0746
H -0.099 -2.789 2.453 0.1070
H 1.934 -4.073 3.277 0.0807
H 2.771 -2.598 3.776 0.0597
H 1.644 -3.135 4.929 0.0953
```

E ... -1140.7172 a.u.
Molecular weight ... 288.460 g mol⁻¹
Relative energy (zero: lowest compared OMol25 entry of this formula, charge and spin) ... 0.000 eV
SMILES ... CCO[Si](CC[C@@H]1CC[C@@H]2O[C@@H]2C1)(OCC)OCC
Spin multiplicity ... 1

***

[4]
Molecular formula: BrH3N2O2S
Method: DFT, ωB97M-V with the def2-TZVPD basis set

```
9
Properties=species:S:1:pos:R:3:lowdin_charge:R:1
N -0.142 1.387 0.396 -0.0616
N -0.203 -1.206 0.630 -0.6530
O -0.753 -0.039 -1.545 -0.2936
O 1.539 -0.173 -0.712 -0.3197
S 0.177 0.015 -0.495 0.3816
Br 0.249 -2.775 -0.119 0.7631
H 0.476 1.584 1.106 0.0285
H -0.191 2.264 -0.192 0.1148
H -1.152 -1.056 0.932 0.0400
```

E ... -3233.9323 a.u.
Molecular weight ... 175.007 g mol⁻¹
Relative energy (zero: lowest compared OMol25 entry of this formula, charge and spin) ... 0.000 eV
Spin multiplicity ... 1

***

[5]
Molecular formula: C23H48CrF6N3O11S2
Method: DFT, ωB97M-V with the def2-TZVPD basis set

```
94
Properties=species:S:1:pos:R:3:mulliken_spin:R:1
Cr 17.415 -9.572 -25.530 3.1465
C 19.006 -11.459 -29.335 -0.0024
F 18.662 -12.413 -28.445 0.0003
F 20.326 -11.484 -29.471 -0.0003
F 18.468 -11.775 -30.513 -0.0001
S 18.330 -9.769 -28.821 0.0067
O 17.809 -9.998 -27.432 -0.0321
O 19.385 -8.799 -28.839 0.0037
O 17.328 -9.433 -29.801 0.0019
C 15.498 -5.568 -26.258 0.0004
F 15.069 -4.601 -27.081 -0.0001
F 15.836 -5.052 -25.087 0.0000
F 14.514 -6.445 -26.104 0.0007
S 17.055 -6.390 -27.055 0.0015
O 16.749 -6.502 -28.467 -0.0008
O 18.153 -5.505 -26.757 0.0027
O 17.137 -7.708 -26.353 0.0302
C 17.355 -10.719 -21.317 0.0000
C 16.590 -9.387 -21.300 -0.0010
C 17.011 -8.761 -19.953 -0.0004
C 16.639 -7.307 -19.835 0.0002
C 17.196 -6.484 -20.977 0.0017
C 16.885 -7.057 -22.363 0.0061
N 17.083 -8.498 -22.355 0.0032
O 16.889 -9.080 -23.607 -0.0697
C 17.847 -6.356 -23.353 0.0001
C 15.411 -6.646 -22.780 -0.0009
C 15.077 -9.772 -21.368 -0.0022
H 18.424 -10.692 -21.101 -0.0001
H 17.042 -11.325 -22.171 0.0022
H 17.046 -11.401 -20.513 -0.0001
H 18.089 -8.887 -19.829 0.0001
H 16.529 -9.242 -19.099 0.0000
H 16.913 -6.842 -18.885 0.0001
H 15.543 -7.276 -19.802 -0.0001
H 18.293 -6.540 -20.971 0.0003
H 17.026 -5.411 -20.886 -0.0004
H 18.884 -6.630 -23.148 -0.0015
H 17.842 -5.306 -23.044 0.0002
H 17.532 -6.405 -24.388 0.0033
H 14.764 -7.196 -23.463 0.0013
H 15.219 -5.605 -23.064 -0.0003
H 14.890 -6.627 -21.813 0.0006
H 14.403 -8.914 -21.407 0.0001
H 14.793 -10.305 -20.459 0.0000
H 14.849 -10.382 -22.241 -0.0001
C 19.614 -13.711 -22.296 0.0001
O 19.016 -12.959 -23.356 0.0010
C 19.260 -13.537 -24.654 -0.0003
C 18.841 -12.415 -25.628 0.0147
N 17.561 -11.775 -25.274 -0.0394
C 16.391 -12.495 -25.801 -0.0006
C 15.249 -11.669 -25.185 0.0112
O 15.314 -10.291 -25.473 0.0179
C 14.085 -9.628 -25.180 -0.0044
H 20.572 -13.219 -22.108 0.0001
H 19.842 -14.760 -22.490 0.0000
H 18.968 -13.645 -21.423 0.0001
H 18.554 -14.366 -24.757 0.0000
H 20.299 -13.847 -24.735 0.0000
H 18.876 -12.824 -26.638 -0.0024
H 19.594 -11.632 -25.674 -0.0027
H 17.571 -12.154 -24.318 0.0133
H 16.352 -13.551 -25.525 -0.0011
H 16.292 -12.493 -26.888 -0.0058
H 15.369 -11.671 -24.092 -0.0006
H 14.297 -12.143 -25.436 0.0003
H 13.396 -9.870 -25.992 0.0017
H 14.345 -8.577 -25.293 0.0010
H 13.694 -9.892 -24.199 0.0005
C 22.799 -9.298 -27.471 0.0001
O 21.555 -9.119 -26.798 -0.0013
C 21.508 -8.002 -25.934 -0.0015
C 20.006 -7.987 -25.505 0.0447
N 19.426 -9.276 -25.059 -0.1787
C 19.827 -9.623 -23.645 0.0375
C 21.233 -10.101 -23.390 -0.0074
O 21.544 -11.117 -24.333 0.0038
C 22.636 -11.929 -23.941 0.0000
H 23.593 -9.389 -26.725 0.0000
H 22.964 -8.462 -28.153 0.0000
H 22.652 -10.235 -28.004 0.0001
H 21.510 -7.139 -26.608 0.0002
H 22.272 -7.929 -25.156 0.0000
H 19.597 -7.669 -26.458 -0.0018
H 19.683 -7.130 -24.917 -0.0049
H 20.085 -9.961 -25.446 0.0122
H 19.132 -10.416 -23.365 -0.0067
H 19.600 -8.830 -22.930 -0.0030
H 21.217 -10.492 -22.367 0.0005
H 22.024 -9.351 -23.488 0.0001
H 22.368 -12.484 -23.034 0.0000
H 23.458 -11.266 -23.656 0.0001
H 22.939 -12.651 -24.694 0.0000
```

E ... -4336.9880 a.u.
Molecular weight ... 772.765 g mol⁻¹
Expectation value of S² ... 3.80
Spin multiplicity ... 4

***

[6]
Molecular formula: C6H10N2O
Method: DFT, ωB97M-V with the def2-TZVPD basis set

```
19
Properties=species:S:1:pos:R:3:lowdin_charge:R:1
C -0.139 -0.541 -1.924 -0.2431
C -1.005 -0.965 0.500 -0.2987
C 0.290 -1.020 1.272 -0.1227
C 0.529 0.484 1.652 -0.2289
C -0.423 1.298 0.869 -0.2309
C -1.486 0.423 0.313 -0.1867
H 2.343 0.862 -3.130 0.3172
H -0.196 -1.193 -2.923 0.1757
H -1.647 -1.848 0.502 0.1313
H 0.983 -1.188 0.121 0.1613
H 0.698 -2.039 2.023 0.1853
H 1.475 0.996 1.336 0.1176
H 0.380 0.595 2.717 0.0954
H -0.781 2.076 1.602 0.1190
H 0.077 2.122 0.268 0.1272
H -2.584 0.801 0.428 0.1654
N 0.924 0.021 -1.787 -0.0357
N -1.076 -0.410 -0.856 -0.0089
O 1.639 -0.472 -2.982 -0.2397
```

E ... -419.0199 a.u.
Molecular weight ... 126.159 g mol⁻¹
Relative energy (zero: lowest compared OMol25 entry of this formula, charge and spin) ... 9.976 eV
Spin multiplicity ... 1